(1)
DFT (ωB97M-V/def2-TZVPD) results for a molecular structure, C51H57N3O9SSeW at a distorted geometry.

The geometry in XYZ format:
```
123
Properties=species:S:1:pos:R:3
W 1.64 -0.78 -0.37
C -4.18 1.46 -4.52
C -4.55 1.93 -3.11
C -5.70 1.07 -2.57
C -5.03 3.38 -3.19
C -3.35 1.76 -2.18
C -2.78 0.50 -2.02
C -1.70 0.32 -1.17
Se -0.86 -1.37 -0.93
C -0.37 0.63 1.60
C -1.61 0.57 2.19
C -1.69 0.04 3.48
C -0.51 -0.28 4.14
C 0.77 -0.19 3.55
C 0.80 0.17 2.21
O 1.86 0.15 1.35
C 1.99 -0.28 4.47
C 2.08 1.08 5.19
C 1.84 -1.39 5.51
C 3.32 -0.50 3.74
C -3.07 -0.17 4.10
C -3.87 -1.12 3.20
C -2.99 -0.79 5.49
C -3.80 1.17 4.20
C -1.18 1.42 -0.49
O -0.10 1.13 0.34
C -1.67 2.70 -0.65
C -2.77 2.83 -1.51
C -1.15 3.97 0.04
C 0.20 3.81 0.76
C -0.97 5.07 -1.01
C -2.19 4.41 1.07
H -5.03 1.56 -5.19
H -3.87 0.41 -4.53
H -3.35 2.05 -4.91
H -6.59 1.19 -3.20
H -5.97 1.36 -1.55
H -5.44 0.01 -2.56
H -5.88 3.43 -3.87
H -4.25 4.03 -3.58
H -5.35 3.75 -2.22
H -3.17 -0.36 -2.55
H -2.48 0.91 1.65
H -0.57 -0.59 5.17
H 1.15 1.30 5.72
H 2.26 1.88 4.48
H 2.89 1.06 5.92
H 1.06 -1.18 6.24
H 2.78 -1.50 6.06
H 1.61 -2.35 5.03
H 3.51 0.27 2.99
H 3.35 -1.47 3.26
H 4.13 -0.47 4.47
H -3.37 -2.08 3.11
H -3.99 -0.72 2.19
H -4.86 -1.29 3.61
H -2.45 -1.74 5.48
H -4.00 -0.98 5.86
H -2.50 -0.12 6.21
H -3.96 1.62 3.22
H -3.23 1.88 4.80
H -4.78 1.04 4.66
H -3.19 3.81 -1.64
H 0.97 3.42 0.10
H 0.13 3.16 1.63
H 0.51 4.79 1.11
H -0.32 4.73 -1.82
H -0.49 5.94 -0.55
H -1.91 5.40 -1.44
H -2.33 3.64 1.84
H -3.16 4.60 0.61
H -1.87 5.33 1.57
N 5.88 0.89 -1.15
C 4.76 0.28 -0.68
S 3.36 1.27 -0.44
N 4.84 -0.98 -0.39
N 3.68 -1.52 0.17
C 3.93 -2.57 0.86
C 3.02 -3.35 1.66
C 3.54 -4.39 2.44
C 2.73 -5.12 3.29
C 1.38 -4.80 3.37
C 0.84 -3.79 2.61
C 1.66 -3.06 1.73
O 1.09 -2.13 0.98
H 5.77 1.78 -1.61
H 6.64 0.30 -1.44
H 4.98 -2.87 0.89
H 4.60 -4.62 2.37
H 3.15 -5.92 3.89
H 0.73 -5.36 4.04
H -0.21 -3.53 2.66
O 3.06 -4.26 -1.14
C 1.98 -3.80 -1.40
O 1.69 -2.50 -1.38
C 0.80 -4.65 -1.76
C 0.82 -5.39 -2.94
C -0.27 -6.17 -3.28
C -1.37 -6.24 -2.44
C -1.38 -5.52 -1.26
C -0.30 -4.71 -0.92
H 1.69 -5.34 -3.58
H -0.25 -6.74 -4.20
H -2.22 -6.85 -2.71
H -2.24 -5.57 -0.60
H -0.32 -4.14 0.00
O 2.81 -0.66 -2.33
C 2.06 0.27 -2.71
O 1.05 0.47 -1.94
C 2.27 1.09 -3.90
C 1.42 2.16 -4.14
C 1.63 3.00 -5.23
C 2.70 2.71 -6.03
O 3.11 3.37 -7.15
C 4.27 2.69 -7.62
O 4.51 1.58 -6.76
C 3.54 1.63 -5.79
C 3.36 0.79 -4.73
H 0.59 2.33 -3.46
H 0.98 3.85 -5.43
H 5.13 3.37 -7.58
H 4.09 2.33 -8.63
H 4.01 -0.04 -4.52
```

Results
HOMO-LUMO gap	6.18	eV
energy above the lowest of the compared OMol25 structures with the same formula, charge and spin	2.236	eV
E_HOMO	-7.5	eV
max |F|	1.994	eV/A
molecular weight	1150.90	u
E	-5685.8228	a.u.
charge	0

(2)
DFT (ωB97M-V/def2-TZVPD) results for a single C3H4F2 molecule at a distorted geometry.

The geometry in XYZ format:
```
9
Properties=species:S:1:pos:R:3
C -1.28 -0.04 1.65
C 0.03 -0.07 1.25
C 0.56 -0.15 -0.17
F -1.42 0.03 2.97
F 0.99 -0.28 2.19
H -2.11 -0.16 0.95
H 0.44 -1.29 -0.34
H -0.08 0.38 -0.84
H 1.52 0.26 -0.14
```

Results
HOMO-LUMO gap	10.09	eV
energy above the lowest of the compared OMol25 structures with the same formula, charge and spin	0.835	eV
SMILES	C/C(F)=C/F
E_HOMO	-9.1	eV
max |F|	4.336	eV/A
molecular weight	78.06	u
E	-316.3852	a.u.
charge	0

(3)
DFT (ωB97M-V/def2-TZVPD) results for 11 unconnected molecules or ions with the total composition C41H84O35P2 at a distorted geometry.

The geometry in XYZ format:
```
162
Properties=species:S:1:pos:R:3
C -8.99 16.54 -20.54
O -8.54 17.27 -19.45
C -9.44 17.66 -18.54
O -10.60 17.74 -18.76
O -8.75 17.91 -17.44
C -9.36 18.61 -16.37
H -8.09 16.16 -21.03
H -9.62 17.01 -21.30
H -9.55 15.64 -20.25
H -9.03 19.65 -16.38
H -8.96 18.22 -15.43
H -10.45 18.58 -16.39
C -4.75 16.85 -20.06
O -3.66 17.57 -19.57
C -2.44 17.28 -19.98
O -2.15 16.46 -20.78
O -1.60 18.11 -19.34
C -0.23 17.74 -19.40
H -5.04 17.12 -21.08
H -5.59 17.04 -19.40
H -4.61 15.76 -20.04
H 0.01 16.76 -18.99
H 0.34 18.55 -18.96
H 0.11 17.71 -20.44
C -7.46 14.54 -17.77
O -8.83 14.18 -17.68
C -9.42 13.45 -18.62
O -8.90 12.97 -19.58
O -10.69 13.34 -18.26
C -11.50 12.37 -18.93
H -7.33 15.08 -18.71
H -6.78 13.69 -17.91
H -7.16 15.00 -16.84
H -10.93 11.43 -18.99
H -11.60 12.67 -19.98
H -12.46 12.14 -18.50
C -13.52 11.74 -21.91
O -14.04 12.69 -20.97
C -15.37 12.84 -21.00
O -16.15 12.12 -21.55
O -15.63 14.04 -20.50
C -16.99 14.32 -20.16
H -12.47 12.01 -21.94
H -14.05 11.72 -22.85
H -13.54 10.73 -21.49
H -17.52 14.45 -21.11
H -17.12 15.21 -19.55
H -17.41 13.48 -19.61
C -12.32 16.41 -14.44
O -11.10 16.64 -13.80
C -10.09 15.85 -14.20
O -10.22 14.85 -14.84
O -9.00 16.32 -13.56
C -7.75 16.00 -14.14
H -13.06 17.13 -14.11
H -12.73 15.41 -14.27
H -12.26 16.52 -15.53
H -7.69 16.05 -15.22
H -7.34 15.00 -13.92
H -7.03 16.68 -13.70
C -15.46 10.45 -12.93
O -14.30 10.35 -13.76
C -13.54 11.43 -13.96
O -13.51 12.43 -13.29
O -12.85 11.18 -15.06
C -11.75 12.01 -15.44
H -15.87 11.41 -13.26
H -15.26 10.58 -11.87
H -16.08 9.60 -13.21
H -11.18 11.54 -16.24
H -11.12 12.09 -14.55
H -12.06 13.01 -15.71
C -8.66 9.04 -20.26
O -8.83 9.36 -18.90
C -9.66 8.58 -18.23
O -9.92 7.44 -18.47
O -10.14 9.28 -17.20
C -11.11 8.72 -16.34
H -9.50 9.44 -20.84
H -8.55 7.97 -20.46
H -7.75 9.50 -20.65
H -11.14 7.63 -16.46
H -12.09 9.11 -16.60
H -10.90 8.94 -15.30
C -14.41 14.00 -16.99
C -15.34 15.20 -16.92
O -16.71 14.74 -17.16
P -17.78 14.96 -16.05
O -17.89 16.32 -15.53
O -19.07 14.36 -16.72
C -20.28 14.18 -15.90
C -21.49 14.27 -16.82
O -17.36 13.88 -14.95
C -17.58 14.08 -13.56
C -16.37 14.72 -12.92
H -14.58 13.47 -16.04
H -14.42 13.47 -17.93
H -13.38 14.33 -16.78
H -15.20 15.75 -16.00
H -15.15 15.83 -17.80
H -20.17 13.20 -15.42
H -20.32 14.90 -15.07
H -21.45 15.07 -17.55
H -21.44 13.38 -17.46
H -22.38 14.25 -16.20
H -18.43 14.74 -13.37
H -17.85 13.14 -13.06
H -15.45 14.15 -13.10
H -16.20 15.73 -13.32
H -16.51 15.00 -11.87
C -5.69 10.56 -19.02
C -4.51 11.01 -18.19
O -4.91 11.45 -16.86
P -5.07 10.35 -15.73
O -5.20 8.97 -16.16
O -3.87 10.57 -14.74
C -2.85 9.54 -14.63
C -2.40 9.45 -13.18
O -6.23 10.93 -14.84
C -7.54 11.07 -15.43
C -8.55 10.81 -14.32
H -6.25 9.79 -18.49
H -6.35 11.37 -19.31
H -5.40 10.09 -19.97
H -3.76 10.22 -18.09
H -3.97 11.81 -18.71
H -3.06 8.59 -15.11
H -2.00 9.99 -15.17
H -1.80 8.57 -12.98
H -1.91 10.37 -12.86
H -3.28 9.38 -12.53
H -7.68 12.06 -15.86
H -7.70 10.30 -16.18
H -8.28 9.90 -13.78
H -8.61 11.65 -13.63
H -9.48 10.55 -14.82
C -18.34 10.71 -18.35
C -17.29 11.31 -17.46
C -16.96 10.59 -16.16
O -15.76 9.88 -16.46
C -15.21 10.38 -17.60
O -14.18 10.01 -18.05
O -16.04 11.26 -18.18
H -18.79 11.40 -19.05
H -19.11 10.11 -17.84
H -17.91 9.91 -18.97
H -17.59 12.32 -17.18
H -17.81 10.02 -15.76
H -16.77 11.19 -15.26
C -2.21 15.65 -13.82
C -2.65 16.82 -14.70
C -2.21 16.80 -16.16
O -3.44 16.65 -16.89
C -4.48 16.81 -16.08
O -5.62 16.91 -16.41
O -4.09 16.79 -14.78
H -2.60 15.87 -12.83
H -1.12 15.55 -13.79
H -2.67 14.72 -14.15
H -2.29 17.72 -14.19
H -1.44 16.09 -16.44
H -1.78 17.76 -16.47
```

Results
HOMO-LUMO gap	10.82	eV
SMILES	CCOP(=O)(OCC)OCC.CCOP(=O)(OCC)OCC.C[C@H]1COC(=O)O1.C[C@H]1COC(=O)O1.COC(=O)OC.COC(=O)OC.COC(=O)OC.COC(=O)OC.COC(=O)OC.COC(=O)OC.COC(=O)OC
E_HOMO	-10.4	eV
max |F|	2.320	eV/A
molecular weight	1199.04	u
E	-4928.9833	a.u.
charge	0

Which of these has the highest E? C3H4F2

What is the E_HOMO in the second record? -9.1 eV

The lowest E_HOMO belongs to which entry? C41H84O35P2